{"formula": "C38H76F6N12O10S2", "method": "ωB97M-V/def2-TZVPD", "elements": ["C", "C", "O", "N", "H", "H", "C", "H", "H", "H", "H", "H", "H", "C", "C", "O", "N", "H", "H", "C", "H", "H", "H", "H", "H", "H", "C", "C", "O", "N", "H", "H", "C", "H", "H", "H", "H", "H", "H", "C", "C", "O", "N", "H", "H", "C", "H", "H", "H", "H", "H", "H", "C", "C", "N", "C", "C", "N", "C", "C", "H", "H", "H", "H", "H", "H", "H", "H", "H", "H", "H", "C", "C", "N", "C", "C", "N", "C", "C", "H", "H", "H", "H", "H", "H", "H", "H", "H", "H", "H", "C", "C", "N", "C", "C", "N", "C", "C", "H", "H", "H", "H", "H", "H", "H", "H", "H", "H", "H", "C", "C", "N", "C", "C", "N", "C", "C", "H", "H", "H", "H", "H", "H", "H", "H", "H", "H", "H", "C", "F", "F", "F", "S", "O", "O", "O", "C", "F", "F", "F", "S", "O", "O", "O"], "xyz": [[-1.378, 4.444, -5.694], [-1.403, 3.560, -6.892], [-1.452, 3.997, -7.997], [-1.080, 2.053, -6.654], [-0.123, 1.955, -6.346], [-1.531, 1.791, -5.789], [-1.629, 1.067, -7.756], [-0.667, 5.204, -6.019], [-0.940, 3.980, -4.810], [-2.367, 4.706, -5.319], [-1.276, 0.060, -7.532], [-1.050, 1.334, -8.640], [-2.675, 1.234, -8.014], [-0.142, -0.648, 5.675], [1.076, -1.500, 5.874], [1.266, -2.686, 5.507], [2.141, -0.754, 6.770], [2.650, -0.237, 6.067], [1.727, -0.060, 7.375], [3.226, -1.618, 7.344], [-0.934, -1.281, 5.275], [0.034, 0.314, 5.193], [-0.450, -0.472, 6.706], [3.319, -2.461, 6.658], [3.032, -1.991, 8.349], [4.106, -0.975, 7.310], [0.546, 4.829, 3.355], [0.198, 5.113, 4.750], [-0.658, 4.486, 5.382], [0.884, 6.391, 5.333], [0.744, 7.030, 4.564], [0.280, 6.852, 5.998], [2.413, 6.124, 5.528], [1.493, 5.284, 3.061], [-0.296, 5.118, 2.727], [0.721, 3.758, 3.250], [2.958, 5.983, 4.595], [2.528, 5.201, 6.096], [2.794, 7.001, 6.051], [4.448, 4.851, -2.343], [5.363, 4.091, -1.351], [6.327, 4.644, -0.799], [4.837, 2.792, -0.769], [4.595, 2.866, 0.208], [3.880, 2.746, -1.087], [5.785, 1.626, -1.069], [4.073, 4.166, -3.104], [5.059, 5.666, -2.733], [3.595, 5.307, -1.840], [6.701, 1.775, -0.498], [5.965, 1.426, -2.126], [5.293, 0.802, -0.552], [-8.855, 10.780, 1.258], [-8.534, 10.137, -0.110], [-7.107, 9.738, -0.197], [-6.005, 10.594, -0.169], [-4.826, 9.898, -0.156], [-5.157, 8.564, 0.006], [-6.551, 8.444, -0.032], [-4.183, 7.489, 0.161], [-8.492, 11.808, 1.253], [-8.521, 10.172, 2.099], [-9.932, 10.890, 1.378], [-8.703, 10.981, -0.778], [-9.107, 9.223, -0.264], [-6.147, 11.654, -0.321], [-3.807, 10.241, -0.055], [-7.178, 7.615, 0.263], [-3.330, 7.957, 0.653], [-3.903, 6.993, -0.769], [-4.615, 6.718, 0.799], [2.680, -9.611, -2.655], [1.894, -9.003, -3.896], [2.486, -7.697, -4.178], [3.711, -7.457, -4.768], [3.935, -6.156, -4.983], [2.894, -5.505, -4.337], [1.888, -6.452, -4.074], [2.718, -4.050, -4.396], [3.570, -10.002, -3.148], [2.108, -10.443, -2.243], [2.877, -9.018, -1.762], [0.871, -8.761, -3.607], [1.916, -9.622, -4.792], [4.245, -8.349, -5.061], [4.742, -5.536, -5.344], [0.883, -6.278, -3.717], [1.657, -3.835, -4.267], [3.131, -3.675, -5.333], [3.303, -3.493, -3.664], [-5.036, 2.273, 2.544], [-5.792, 2.007, 1.189], [-5.497, 0.716, 0.555], [-5.738, -0.519, 1.219], [-5.560, -1.564, 0.263], [-5.325, -0.972, -0.933], [-5.109, 0.378, -0.722], [-5.195, -1.769, -2.184], [-5.138, 1.492, 3.297], [-5.253, 3.284, 2.890], [-3.970, 2.121, 2.377], [-5.680, 2.814, 0.465], [-6.864, 2.024, 1.386], [-5.985, -0.437, 2.267], [-5.604, -2.643, 0.265], [-4.858, 1.103, -1.483], [-4.175, -1.686, -2.561], [-5.915, -1.471, -2.946], [-5.483, -2.784, -1.910], [8.144, -8.456, 0.792], [6.682, -8.842, 1.054], [5.821, -7.703, 1.363], [5.728, -7.171, 2.620], [4.912, -6.053, 2.611], [4.513, -5.887, 1.320], [5.088, -6.808, 0.516], [3.778, -4.779, 0.830], [8.295, -8.012, -0.192], [8.804, -9.318, 0.702], [8.597, -7.858, 1.583], [6.650, -9.597, 1.841], [6.170, -9.271, 0.193], [6.247, -7.644, 3.440], [4.649, -5.303, 3.341], [4.834, -6.968, -0.522], [4.502, -4.047, 0.472], [3.043, -4.441, 1.560], [3.251, -5.134, -0.056], [-0.068, -0.297, 0.039], [0.978, -0.179, 0.761], [-0.065, -1.323, -0.835], [-1.111, -0.430, 0.908], [-0.235, 1.381, -0.861], [-1.254, 2.197, -0.193], [1.107, 1.972, -0.715], [-0.484, 1.026, -2.227], [-2.719, -6.522, 0.407], [-2.171, -5.281, 0.763], [-3.859, -6.543, 1.123], [-3.077, -6.634, -0.876], [-1.443, -7.854, 0.957], [-1.079, -7.597, 2.369], [-2.290, -9.070, 0.833], [-0.324, -7.820, 0.042]], "lowdin_charge": [0.027, -0.369, 0.215, 0.104, 0.174, 0.152, 0.065, 0.116, 0.083, 0.112, 0.102, 0.101, 0.116, 0.029, -0.286, 0.154, 0.077, 0.162, 0.173, 0.035, 0.117, 0.097, 0.108, 0.100, 0.124, 0.111, 0.018, -0.355, 0.158, 0.117, 0.164, 0.187, 0.066, 0.086, 0.123, 0.111, 0.098, 0.109, 0.118, 0.038, -0.320, 0.157, 0.091, 0.178, 0.146, 0.056, 0.091, 0.109, 0.100, 0.114, 0.118, 0.099, -0.055, -0.139, -0.025, 0.003, -0.005, -0.108, 0.069, -0.001, 0.085, 0.082, 0.094, 0.136, 0.130, 0.149, 0.140, 0.155, 0.097, 0.100, 0.093, -0.031, -0.111, -0.053, -0.022, -0.006, -0.097, 0.078, -0.004, 0.071, 0.091, 0.068, 0.129, 0.142, 0.150, 0.144, 0.164, 0.099, 0.100, 0.088, -0.050, -0.150, -0.048, 0.050, 0.019, -0.093, 0.029, 0.042, 0.071, 0.079, 0.066, 0.119, 0.131, 0.129, 0.144, 0.155, 0.101, 0.106, 0.105, -0.052, -0.156, -0.025, 0.009, 0.010, -0.136, 0.066, -0.003, 0.078, 0.092, 0.084, 0.140, 0.128, 0.152, 0.137, 0.153, 0.105, 0.114, 0.101, -0.670, 0.152, 0.127, 0.088, 0.451, -0.366, -0.407, -0.357, -0.597, 0.010, 0.105, 0.113, 0.476, -0.364, -0.346, -0.393], "total_charge": 6, "lumo_energy_ha": -0.4228}

***

{"formula": "C38H76O13S", "method": "ωB97M-V/def2-TZVPD", "elements": ["C", "C", "C", "O", "C", "H", "H", "H", "H", "H", "H", "H", "H", "C", "C", "C", "O", "C", "H", "H", "H", "H", "H", "H", "H", "H", "C", "C", "C", "O", "C", "H", "H", "H", "H", "H", "H", "H", "H", "C", "C", "C", "O", "C", "H", "H", "H", "H", "H", "H", "H", "H", "C", "C", "C", "O", "C", "H", "H", "H", "H", "H", "H", "H", "H", "C", "C", "C", "O", "C", "H", "H", "H", "H", "H", "H", "H", "H", "C", "C", "C", "O", "C", "H", "H", "H", "H", "H", "H", "H", "H", "C", "C", "C", "O", "C", "H", "H", "H", "H", "H", "H", "H", "H", "C", "C", "C", "O", "C", "H", "H", "H", "H", "H", "H", "H", "H", "C", "C", "O", "S", "O", "O", "O", "H", "H", "H", "H"], "xyz": [[2.917, 3.702, -2.356], [1.899, 2.675, -2.834], [1.620, 3.248, -4.222], [2.259, 4.535, -4.384], [2.522, 5.013, -3.071], [3.973, 3.464, -2.491], [2.836, 3.905, -1.288], [1.015, 2.698, -2.196], [2.386, 1.700, -2.873], [0.544, 3.288, -4.392], [1.895, 2.502, -4.968], [1.623, 5.482, -2.671], [3.249, 5.823, -3.012], [4.438, 2.606, 1.352], [3.664, 2.834, 2.648], [4.531, 3.790, 3.452], [5.099, 4.537, 2.432], [5.444, 3.748, 1.322], [3.738, 2.722, 0.525], [4.877, 1.608, 1.329], [3.438, 1.883, 3.130], [2.789, 3.448, 2.435], [5.275, 3.299, 4.079], [4.023, 4.345, 4.241], [6.451, 3.380, 1.515], [5.495, 4.268, 0.365], [-5.238, -2.245, 0.161], [-5.771, -0.892, 0.416], [-4.595, -0.074, 0.999], [-3.445, -0.916, 0.939], [-3.876, -2.312, 0.936], [-4.985, -2.318, -0.897], [-6.005, -2.990, 0.372], [-6.590, -1.023, 1.123], [-6.171, -0.441, -0.493], [-4.733, 0.032, 2.075], [-4.475, 0.944, 0.628], [-3.866, -2.432, 2.020], [-3.060, -2.993, 0.693], [-2.482, 3.528, 6.216], [-2.175, 1.989, 6.118], [-1.280, 1.990, 4.870], [-0.558, 3.234, 4.921], [-1.307, 4.234, 5.524], [-2.540, 3.756, 7.280], [-3.474, 3.741, 5.817], [-2.985, 1.260, 6.112], [-1.475, 1.585, 6.849], [-1.980, 2.034, 4.035], [-0.558, 1.175, 4.894], [-1.675, 4.849, 4.703], [-0.737, 4.740, 6.303], [-0.597, -3.824, 3.920], [-0.210, -2.755, 2.943], [-0.208, -3.471, 1.659], [-1.201, -4.527, 1.779], [-1.728, -4.526, 3.125], [-0.991, -3.471, 4.872], [0.191, -4.565, 4.060], [0.706, -2.287, 3.303], [-0.965, -1.969, 2.905], [0.781, -3.836, 1.383], [-0.509, -2.740, 0.908], [-1.970, -5.546, 3.423], [-2.599, -3.883, 3.250], [4.539, -2.319, -1.888], [3.475, -2.326, -2.964], [3.892, -1.115, -3.816], [5.294, -0.992, -3.656], [5.778, -1.996, -2.724], [4.567, -3.305, -1.424], [4.343, -1.490, -1.208], [2.470, -2.171, -2.574], [3.472, -3.302, -3.450], [3.281, -0.233, -3.627], [3.733, -1.370, -4.864], [6.683, -1.710, -2.188], [6.126, -2.826, -3.339], [-3.411, 2.860, -1.467], [-3.367, 3.320, -0.017], [-2.370, 4.432, 0.028], [-1.514, 4.223, -1.094], [-2.279, 3.598, -2.204], [-4.367, 3.062, -1.951], [-3.435, 1.773, -1.546], [-2.996, 2.382, 0.397], [-4.324, 3.429, 0.495], [-1.767, 4.147, 0.891], [-2.839, 5.414, 0.090], [-1.585, 2.983, -2.777], [-2.585, 4.316, -2.965], [0.516, -4.923, -1.583], [1.040, -6.222, -0.926], [2.540, -6.103, -1.391], [2.465, -5.378, -2.668], [1.126, -5.051, -2.977], [0.703, -3.977, -1.075], [-0.563, -5.051, -1.666], [0.483, -7.026, -1.408], [0.923, -6.166, 0.157], [3.087, -6.989, -1.715], [3.149, -5.463, -0.753], [0.742, -5.867, -3.588], [1.079, -4.211, -3.671], [-3.231, -2.246, -3.986], [-2.342, -2.108, -2.776], [-2.391, -0.597, -2.426], [-3.605, -0.101, -3.103], [-3.702, -0.874, -4.277], [-4.059, -2.886, -3.683], [-2.731, -2.674, -4.855], [-1.322, -2.379, -3.047], [-2.799, -2.687, -1.974], [-1.540, -0.055, -2.839], [-2.382, -0.592, -1.336], [-3.115, -0.392, -5.058], [-4.739, -0.879, -4.611], [-0.401, 1.215, 0.635], [0.550, 1.028, 1.826], [1.230, -0.141, 1.623], [1.601, -0.313, 0.050], [1.683, -1.734, -0.364], [2.753, 0.520, -0.360], [0.181, 0.427, -0.381], [-0.428, 2.225, 0.226], [-1.328, 0.699, 0.885], [0.006, 0.875, 2.759], [1.344, 1.760, 1.973]], "lowdin_charge": [-0.167, -0.151, -0.196, -0.133, -0.196, 0.117, 0.095, 0.100, 0.085, 0.101, 0.111, 0.114, 0.115, -0.165, -0.170, -0.235, -0.136, -0.196, 0.075, 0.112, 0.111, 0.110, 0.110, 0.120, 0.111, 0.117, -0.166, -0.193, -0.208, -0.225, -0.143, 0.093, 0.107, 0.100, 0.107, 0.077, 0.090, 0.092, 0.101, -0.184, -0.226, -0.253, -0.163, -0.260, 0.088, 0.081, 0.064, 0.086, 0.091, 0.091, 0.103, 0.110, -0.198, -0.219, -0.226, -0.154, -0.201, 0.089, 0.111, 0.109, 0.107, 0.112, 0.100, 0.112, 0.086, -0.159, -0.180, -0.196, -0.141, -0.177, 0.110, 0.099, 0.088, 0.100, 0.097, 0.110, 0.111, 0.110, -0.163, -0.206, -0.225, -0.169, -0.131, 0.105, 0.077, 0.068, 0.100, 0.108, 0.116, 0.095, 0.106, -0.170, -0.125, -0.136, -0.200, -0.226, 0.088, 0.108, 0.109, 0.101, 0.108, 0.105, 0.111, 0.109, -0.190, -0.151, -0.150, -0.147, -0.249, 0.109, 0.113, 0.108, 0.098, 0.114, 0.097, 0.118, 0.120, -0.133, -0.190, -0.208, 0.737, -0.261, -0.259, -0.221, 0.126, 0.117, 0.113, 0.108], "total_charge": -1, "spin_multiplicity": 2, "lumo_energy_ha": [0.0820, 0.0812]}